[1]
ORCA calculation (ωB97M-V/def2-TZVPD) on a molecular structure, C39H44FN8O9SSiY.

Last column: Mulliken charge in e.
Positions of all 104 atoms, in Å:
1 Y 0.0812 -0.4050 -0.5278  -0.429
2 N 5.6968 4.1823 -4.2708  -0.630
3 C 5.3359 3.2950 -3.2371  1.132
4 C 5.8024 3.5016 -1.9415  -0.852
5 C 5.4011 2.6672 -0.9084  -0.289
6 C 4.5398 1.6165 -1.1737  -0.853
7 C 4.0819 1.3961 -2.4635  -0.354
8 C 4.4680 2.2360 -3.4909  -0.649
9 S 4.0120 0.5207 0.1156  1.530
10 O 4.6220 0.9752 1.3414  -0.833
11 O 4.3241 -0.8122 -0.3378  -0.806
12 N 2.4158 0.6330 0.1620  0.232
13 C 1.8243 1.7754 0.5698  0.304
14 N 2.4517 2.9602 0.6835  -0.502
15 C 1.7065 3.9858 1.0537  -0.427
16 C 0.3493 3.9030 1.3373  -1.001
17 C -0.2135 2.6471 1.1988  -0.195
18 N 0.5030 1.6012 0.8346  0.070
19 H 6.6305 4.5486 -4.1740  0.217
20 H 5.5547 3.7962 -5.1913  0.255
21 H 6.4622 4.3400 -1.7420  0.261
22 H 5.7244 2.8317 0.1110  0.493
23 H 3.4258 0.5564 -2.6540  0.572
24 H 4.0820 2.0803 -4.4927  0.153
25 H 2.2253 4.9391 1.1269  0.398
26 H -0.2283 4.7648 1.6368  0.410
27 H -1.2633 2.4524 1.3937  0.644
28 C -6.2296 -1.4335 2.0064  -1.370
29 C -6.6782 -0.9591 0.6263  -0.211
30 C -7.8534 0.0110 0.6618  -1.123
31 C -7.4638 1.3059 1.3632  -1.381
32 C -6.1688 1.8521 0.8157  1.316
33 C -5.8434 3.1820 0.9732  -0.804
34 C -4.6304 3.6658 0.4984  0.099
35 F -4.3618 4.9829 0.6719  -0.391
36 C -3.7188 2.8593 -0.1174  -0.971
37 C -4.0327 1.5085 -0.2952  0.245
38 C -3.0149 0.6078 -0.8570  1.838
39 O -1.8510 1.0054 -0.9623  -0.899
40 C -3.4752 -0.7076 -1.1994  0.742
41 C -4.6949 -1.1027 -0.7697  -1.053
42 N -5.5587 -0.3271 -0.0720  0.262
43 C -5.2596 1.0071 0.1489  -0.664
44 C -2.6305 -1.7445 -1.9189  -0.362
45 O -3.2239 -2.6393 -2.5183  -0.808
46 O -1.3685 -1.6065 -1.8068  0.287
47 H -7.0646 -1.8935 2.5406  0.419
48 H -5.8392 -0.6045 2.5980  0.366
49 H -5.4226 -2.1597 1.9113  0.337
50 H -6.9588 -1.8254 0.0247  0.486
51 H -8.6971 -0.4634 1.1658  0.460
52 H -8.1573 0.2277 -0.3659  0.339
53 H -7.3529 1.1236 2.4361  0.397
54 H -8.2524 2.0528 1.2537  0.473
55 H -6.5278 3.8594 1.4702  0.498
56 H -2.7613 3.2246 -0.4678  0.842
57 H -5.0074 -2.1225 -0.9598  0.388
58 O 1.6057 1.2631 -6.3861  -0.601
59 C 1.7110 -0.0461 -6.2982  0.349
60 O 1.9963 -0.7422 -7.2535  -0.693
61 C 1.4979 -0.6476 -4.9554  0.131
62 C 1.5881 -1.9967 -4.6787  -0.768
63 N 1.3678 -2.1448 -3.3672  -0.277
64 N 1.1400 -0.9818 -2.7634  1.137
65 C 1.1941 -0.0575 -3.7049  -0.220
66 C 0.8988 1.3535 -3.2672  0.913
67 O 0.9744 2.2546 -4.1341  -0.955
68 O 0.6074 1.4834 -2.0603  0.183
69 H 1.3461 1.6984 -5.4833  0.407
70 H 1.7953 -2.8260 -5.3332  0.510
71 H 1.2930 -2.9897 -2.8182  -0.409
72 N -2.4514 -0.8331 2.1034  -1.000
73 C -1.6084 -0.6559 1.3223  0.346
74 C 2.7198 -3.8042 -0.4784  -1.344
75 Si 1.0610 -3.2062 0.3183  0.520
76 C -0.1454 -4.7015 -0.0880  2.641
77 C 0.2639 -6.0496 0.5043  -2.150
78 C -0.1675 -4.8388 -1.6158  -1.877
79 C -1.5760 -4.3737 0.3614  -1.435
80 C 1.5547 -3.2637 2.2232  2.720
81 C 0.3349 -3.4085 3.1353  -1.889
82 C 2.2046 -1.9071 2.5261  -1.956
83 C 2.5745 -4.3495 2.5848  -2.049
84 H 2.9935 -4.8309 -0.2091  0.400
85 H 3.5166 -3.1338 -0.1421  0.253
86 H 2.7338 -3.7462 -1.5714  0.429
87 H 1.2863 -6.3222 0.2262  0.315
88 H -0.4051 -6.8455 0.1398  0.523
89 H 0.2012 -6.0442 1.5945  0.329
90 H 0.8285 -5.0817 -2.0097  0.442
91 H -0.5380 -3.9231 -2.0841  0.048
92 H -0.8438 -5.6515 -1.9190  0.517
93 H -1.6603 -4.3170 1.4463  0.243
94 H -2.2769 -5.1456 0.0059  0.489
95 H -1.9038 -3.4122 -0.0398  -0.111
96 H -0.4455 -2.6843 2.8902  0.177
97 H 0.6292 -3.2440 4.1837  0.521
98 H -0.0983 -4.4102 3.0740  0.330
99 H 1.4887 -1.0886 2.4035  0.159
100 H 3.0551 -1.7022 1.8701  0.334
101 H 2.5662 -1.8787 3.5655  0.594
102 H 2.2029 -5.3547 2.3745  0.284
103 H 2.8110 -4.2989 3.6592  0.562
104 H 3.5098 -4.2160 2.0360  0.317

Output
Kohn-Sham gap in eV: 5.22
Molar mass in u: 936.88
Relative energy (zero: lowest compared OMol25 entry of this formula, charge and spin) in kcal/mol: 2.70
Spin multiplicity: 1
Lowest unoccupied orbital energy in Eh: 0.130
Net charge: -2


[2]
ORCA calculation (ωB97M-V/def2-TZVPD) on 6 unconnected molecules or ions with the total composition C39H45Br2N5O11P in a non-equilibrium geometry.

Last column: Mulliken charge in e.
Positions of all 103 atoms, in Å:
1 C -0.0012 1.4023 -6.5277  -0.814
2 C -0.1537 -0.2608 -6.4723  -0.507
3 C 0.9022 -0.7659 -5.3126  -0.146
4 C 0.5112 -2.1963 -4.6109  -0.618
5 P -0.1220 -2.0600 -2.8143  0.609
6 Br -0.9248 -4.1591 -2.2567  -0.141
7 Br -1.7604 -0.4799 -2.7542  0.188
8 C 1.1999 -1.5791 -1.5225  -0.722
9 C 2.2902 -0.4980 -2.1315  -0.272
10 C 3.4729 -0.0758 -1.0610  -0.527
11 C 4.6881 0.5973 -1.9848  -0.494
12 O 5.9676 -0.1382 -1.7772  -0.340
13 C 5.9712 -1.3160 -2.6745  -0.377
14 H 1.1523 1.6913 -6.4854  0.258
15 H -0.5301 1.7844 -5.5370  0.140
16 H -0.5028 1.8519 -7.5058  0.335
17 H -1.2517 -0.6104 -6.2449  0.267
18 H 0.1441 -0.6219 -7.5673  0.299
19 H 0.8851 0.0795 -4.4718  -0.087
20 H 1.9682 -0.8274 -5.8330  0.299
21 H 1.4584 -2.8980 -4.6760  0.372
22 H -0.3648 -2.6616 -5.2570  0.429
23 H 0.6498 -1.0055 -0.6318  0.329
24 H 1.7378 -2.5113 -1.0074  0.435
25 H 1.7219 0.4890 -2.4073  0.269
26 H 2.7321 -0.9194 -3.1477  0.166
27 H 3.8986 -1.0037 -0.4524  0.306
28 H 3.1535 0.7317 -0.2767  0.370
29 H 4.4069 0.5001 -3.1407  0.241
30 H 4.7725 1.7510 -1.7510  0.328
31 H 4.9192 -1.8382 -2.6680  0.103
32 H 6.2089 -1.0468 -3.8052  0.264
33 H 6.7962 -2.0533 -2.2534  0.151
34 C -5.4541 2.1547 1.1625  -0.528
35 C -4.6477 1.2692 0.4456  -0.439
36 C -3.9253 1.7198 -0.6609  0.484
37 C -4.0145 3.0664 -1.0398  0.004
38 C -4.8293 3.9558 -0.3266  -0.337
39 C -5.5493 3.4929 0.7766  -0.469
40 N -3.2377 3.5518 -2.1867  0.963
41 O -2.5434 2.7301 -2.8034  -0.621
42 O -3.3172 4.7558 -2.4699  -0.559
43 H -6.0111 1.8000 2.0279  0.427
44 H -4.5799 0.2274 0.7516  0.372
45 H -3.3013 1.0172 -1.2090  -0.304
46 H -4.9116 5.0023 -0.6126  0.445
47 H -6.1821 4.1762 1.3386  0.429
48 C 9.7965 -2.8036 2.3973  -0.346
49 C 9.1048 -2.2175 1.3361  -0.540
50 C 9.3051 -2.6753 0.0323  -0.327
51 C 10.2011 -3.7283 -0.1977  -0.029
52 C 10.9027 -4.3133 0.8649  -0.553
53 C 10.6961 -3.8451 2.1640  -0.076
54 N 10.3970 -4.2310 -1.5628  0.980
55 O 9.7723 -3.6746 -2.4783  -0.604
56 O 11.1720 -5.1850 -1.7213  -0.578
57 H 9.6328 -2.4470 3.4128  0.388
58 H 8.4064 -1.4052 1.5257  0.403
59 H 8.7583 -2.2081 -0.7839  0.449
60 H 11.6047 -5.1280 0.7000  0.450
61 H 11.2337 -4.2947 2.9960  0.468
62 C -12.1176 0.7706 0.1728  -0.514
63 C -11.2770 -0.1651 -0.4321  -0.437
64 C -9.9817 0.1969 -0.8068  -0.335
65 C -9.5349 1.5035 -0.5657  0.014
66 C -10.3793 2.4470 0.0344  -0.290
67 C -11.6736 2.0740 0.4021  -0.366
68 N -8.1657 1.8830 -0.9341  1.024
69 O -7.4557 1.0254 -1.4801  -0.605
70 O -7.7968 3.0374 -0.6745  -0.547
71 H -13.1249 0.4820 0.4683  0.386
72 H -11.6308 -1.1786 -0.6089  0.367
73 H -9.3388 -0.5439 -1.2771  0.420
74 H -10.0472 3.4658 0.2228  0.531
75 H -12.3357 2.7984 0.8713  0.377
76 C -9.4546 8.4300 1.3013  -0.441
77 C -10.6777 8.4616 0.6295  -0.442
78 C -11.7018 7.5874 0.9990  -0.342
79 C -11.4908 6.6848 2.0504  0.056
80 C -10.2613 6.6457 2.7214  -0.251
81 C -9.2437 7.5229 2.3411  -0.453
82 N -12.5721 5.7807 2.4603  0.970
83 O -13.6385 5.8326 1.8296  -0.572
84 O -12.3584 5.0207 3.4156  -0.571
85 H -8.6611 9.1175 1.0133  0.378
86 H -10.8340 9.1704 -0.1808  0.380
87 H -12.6492 7.6245 0.4656  0.436
88 H -10.0823 5.9469 3.5358  0.440
89 H -8.2867 7.5024 2.8578  0.413
90 C 10.2386 -7.2459 8.1646  -0.367
91 C 10.1412 -7.8853 6.9277  -0.490
92 C 10.6027 -7.2500 5.7732  -0.277
93 C 11.1667 -5.9704 5.8700  0.119
94 C 11.2587 -5.3231 7.1093  -0.294
95 C 10.7912 -5.9673 8.2565  -0.477
96 N 11.6768 -5.3078 4.6637  0.942
97 O 11.5600 -5.9052 3.5834  -0.603
98 O 12.1986 -4.1913 4.7950  -0.580
99 H 9.8826 -7.7476 9.0628  0.369
100 H 9.7080 -8.8812 6.8639  0.363
101 H 10.5196 -7.7617 4.8169  0.413
102 H 11.6896 -4.3280 7.1982  0.420
103 H 10.8610 -5.4743 9.2237  0.369

Output
Kohn-Sham gap in eV: 6.01
Molar mass in u: 950.60
Spin multiplicity: 1
Lowest unoccupied orbital energy in Eh: -0.179
Net charge: +1